Entry 1:
Below is 2 unconnected molecules or ions with the total composition C2H3ClNOP in a non-equilibrium geometry, with properties calculated with ωB97M-V/def2-TZVPD.

Last column: Löwdin charge in e.
Element x y z (Å)
Cl -1.49 1.87 0.50  0.414
P -0.93 0.39 -0.61  0.238
O -1.24 0.31 -2.04  -0.393
N -1.40 -2.13 0.82  0.085
C -1.49 -1.15 0.25  -0.359
C 1.47 0.14 0.25  0.012
H 1.81 0.54 -0.66  -0.039
H 1.40 0.92 1.04  0.009
H 1.87 -0.89 0.44  0.034

Its electronic energy is -27469.7076 eV. Its energy above the lowest of the compared OMol25 structures with the same formula, charge and spin is 242.0 kJ/mol. Its HOMO-LUMO gap is 8.94 eV.


Entry 2:
Below is a single C7H12O2S molecule, with properties calculated with ωB97M-V/def2-TZVPD.

Last column: Löwdin charge in e.
Element x y z (Å)
S -1.31 -1.38 -1.22  1.040
O -0.68 -0.78 -2.42  -0.569
O -1.20 0.10 1.73  0.038
C -0.25 1.38 0.05  -0.198
C -0.32 -2.34 1.14  -0.097
C 0.42 1.54 -1.24  -0.049
C -0.53 0.12 0.70  -0.431
C -0.04 -1.24 0.13  -0.640
C -0.72 2.58 0.79  -0.039
C 1.37 -1.33 -0.42  -0.071
H -0.76 3.46 0.16  0.081
H -1.32 -2.22 1.55  0.078
H 1.44 1.16 -1.24  0.088
H 1.70 -2.37 -0.40  0.087
H -0.05 2.78 1.63  0.102
H -1.69 2.37 1.24  0.089
H -0.24 -3.32 0.67  0.082
H -0.11 0.92 -2.00  0.067
H 0.43 2.58 -1.55  0.086
H 1.41 -0.99 -1.45  0.061
H 0.39 -2.27 1.96  0.098
H 2.07 -0.75 0.19  0.098

Its electronic energy is -22381.4992 eV. Its energy above the lowest of the compared OMol25 structures with the same formula, charge and spin is 90.3 kJ/mol. Its HOMO-LUMO gap (spin up / spin down) is 7.22 / 7.95 eV.


Entry 3:
Below is a molecular structure, C34H35N5O12Sr in a non-equilibrium geometry, with properties calculated with ωB97M-V/def2-TZVPD.

Last column: Löwdin charge in e.
Element x y z (Å)
Sr -3.36 2.21 -0.42  1.549
O -4.10 -0.19 -0.90  -0.125
O 8.33 0.24 0.33  0.050
O -1.77 7.77 2.99  0.069
O -0.11 8.33 1.84  0.064
O -4.78 1.67 1.85  -0.489
O -5.91 -1.24 -1.06  0.141
O -2.81 1.12 -3.43  0.039
O 0.12 -6.35 5.91  0.060
O 7.42 -1.09 -1.24  0.035
O 2.11 -5.37 5.90  0.061
O -1.23 0.99 -0.38  -0.528
O -3.67 -0.19 -4.88  0.075
N 1.00 -5.62 5.43  -0.311
N -2.71 0.44 -4.40  -0.337
N -4.73 -1.21 -1.22  -0.306
N 7.40 -0.06 -0.47  -0.266
N -0.68 7.49 2.52  -0.360
C 4.98 2.81 0.33  -0.076
C -4.67 -3.65 -1.62  0.019
C 0.72 0.19 1.01  -0.082
C 0.19 -3.75 1.60  -0.067
C -0.13 3.72 2.80  -0.046
C 5.02 0.43 -1.07  -0.020
C -0.53 -5.20 3.39  -0.017
C 1.68 -4.26 3.38  -0.021
C 0.08 0.47 -0.43  -0.428
C 0.97 0.99 -4.88  -0.074
C 0.01 0.23 -6.96  -0.061
C -4.02 -2.42 -1.67  -0.127
C -4.51 0.70 2.83  -0.491
C -1.35 0.38 -4.97  -0.112
C 1.97 4.84 2.66  -0.138
C 1.38 6.04 2.61  -0.004
C 1.42 -3.70 2.17  -0.107
C -3.90 -4.79 -2.02  -0.003
C -3.36 -0.20 2.46  -0.119
C -1.91 -3.33 -2.34  -0.097
C -1.18 0.07 -6.31  -0.024
C 6.16 0.78 -0.43  -0.145
C -2.50 -4.54 -2.38  -0.060
C 1.30 3.69 2.75  -0.066
C 6.12 2.02 0.30  0.010
C -0.24 0.87 -4.23  0.019
C -0.82 -4.50 2.24  -0.054
C 0.69 -4.98 4.05  -0.091
C -0.81 4.92 2.83  0.003
C 1.11 0.58 -6.17  -0.067
C 3.82 2.47 -0.38  -0.059
C -0.06 6.15 2.63  -0.076
C -2.67 -2.30 -1.91  -0.011
C 3.91 1.31 -1.16  -0.048
H -1.79 -4.62 1.78  0.104
H 2.08 0.60 -6.66  0.110
H -0.88 -3.41 -2.67  0.120
H -5.48 0.20 2.87  0.090
H -4.43 -5.72 -1.95  0.097
H -1.96 -0.15 -7.01  0.125
H 0.07 -0.38 1.67  0.052
H 1.09 1.04 1.57  0.031
H -0.23 1.38 -3.27  0.110
H -3.60 -1.09 3.05  0.065
H -2.34 0.14 2.60  0.056
H 1.56 -0.50 0.92  0.044
H 2.07 6.87 2.64  0.122
H -3.50 -0.45 1.40  0.035
H -0.80 2.88 2.89  0.107
H 3.04 4.76 2.75  0.112
H 7.06 2.21 0.79  0.109
H 1.86 1.22 -4.30  0.105
H 0.06 -3.23 0.67  0.100
H 2.66 -4.05 3.79  0.118
H 2.20 -3.09 1.74  0.108
H 2.97 3.13 -0.42  0.106
H 0.09 -0.51 -0.91  0.075
H -1.24 -5.88 3.85  0.115
H 4.89 3.71 0.92  0.098
H -1.89 4.89 2.84  0.114
H -1.72 -5.28 -2.52  0.102
H -2.11 -1.38 -1.84  0.112
H 0.13 0.16 -8.03  0.115
H 3.08 0.92 -1.74  0.084
H 0.81 1.16 -0.87  0.060
H 1.82 2.76 2.93  0.105
H -5.70 -3.84 -1.34  0.119
H 5.07 -0.59 -1.43  0.116
H -4.31 1.15 3.80  0.084

Its electronic energy is -68663.9765 eV. Its energy above the lowest of the compared OMol25 structures with the same formula, charge and spin is 523.1 kJ/mol. Its HOMO-LUMO gap is 5.66 eV.


Entry 4:
Below is a molecular structure, C34H91AsF6FeN8O10 in a non-equilibrium geometry, with properties calculated with ωB97M-V/def2-TZVPD.

Last column: Löwdin charge in e.
Element x y z (Å)
As 0.70 0.45 -0.45  1.006
Fe -2.73 -0.29 0.97  0.827
F 1.50 0.20 1.08  -0.242
F 0.95 2.23 -0.28  -0.260
F -0.13 0.66 -2.07  -0.264
F -0.86 0.47 0.43  -0.267
F 2.35 0.40 -1.22  -0.272
F 0.58 -1.34 -0.64  -0.264
O 3.56 -3.92 -0.86  -0.190
O -2.76 -1.36 -6.39  -0.170
O 4.89 3.90 -0.65  -0.174
O 1.64 3.40 4.27  -0.168
O 1.84 -2.69 4.77  -0.179
O -3.30 1.79 1.38  -0.079
O -3.73 0.90 -0.51  -0.031
O -4.54 -0.77 2.10  -0.260
O -2.51 3.82 -2.88  -0.211
O -1.65 -4.73 0.01  -0.239
N 5.01 -0.48 -1.05  0.046
N -1.70 1.81 3.75  0.038
N -0.02 -3.21 1.67  0.059
N -2.38 -2.10 -0.08  0.040
N -1.90 -0.92 2.78  0.014
N 7.91 2.81 -2.72  0.032
N -2.14 -1.03 -2.77  0.046
N 0.62 4.65 -1.16  0.061
C -3.82 1.86 0.25  -0.700
C -2.78 -1.86 3.43  -0.363
C 7.74 4.63 -1.18  -0.087
C -0.83 4.78 -1.44  -0.418
C -1.16 3.89 -2.66  -0.258
C 5.65 3.45 -1.77  -0.181
C 2.47 -1.60 5.49  -0.077
C 1.40 -2.40 3.44  -0.188
C 2.48 -4.55 -1.48  -0.125
C -1.20 6.17 -1.84  -0.057
C -2.17 -2.09 4.82  -0.035
C -3.44 -3.08 0.00  -0.398
C -4.27 -1.29 3.42  -0.103
C -4.64 -2.64 -0.74  -0.045
C -2.92 -4.43 -0.56  -0.163
C -3.75 -0.94 -7.26  -0.130
C 0.70 -3.58 2.87  -0.419
C -5.91 -0.45 1.93  -0.082
C -3.14 -1.32 -5.03  -0.200
C 3.74 3.14 -0.40  -0.138
C -0.48 2.48 3.35  -0.439
C -1.05 -2.58 -4.32  -0.030
C 4.22 -1.67 0.89  -0.077
C -2.99 3.39 -4.18  -0.045
C 7.16 3.30 -1.55  -0.449
C 3.93 -2.69 -1.50  -0.169
C 4.78 -1.83 -0.52  -0.402
C 2.56 2.59 3.54  -0.095
C -0.81 3.70 2.53  -0.037
C -1.01 -5.94 -0.52  -0.044
C 0.41 2.74 4.60  -0.174
C 1.64 -4.69 2.40  -0.043
C -4.35 3.20 -0.23  0.021
C -1.88 -1.28 -4.18  -0.409
H -2.15 2.54 4.28  0.083
H -2.13 -1.18 5.42  0.087
H 4.39 -2.59 1.45  0.070
H -6.22 0.40 2.55  0.096
H 2.36 -5.48 -0.93  0.077
H 5.23 2.52 -2.14  0.116
H 3.12 3.02 -1.28  0.078
H -4.52 -2.58 -1.82  0.081
H -3.68 -2.24 -4.79  0.125
H 0.15 4.14 2.28  0.078
H -1.41 4.30 -0.66  0.111
H -4.49 -0.29 -6.80  0.083
H 1.26 -5.62 1.97  0.075
H -0.03 -4.04 3.54  0.136
H -0.42 -4.02 1.22  0.042
H -3.82 -0.51 -4.79  0.115
H -0.90 6.47 -2.84  0.087
H 1.72 -0.84 5.67  0.072
H 0.72 -2.99 1.02  0.061
H -0.13 3.33 5.34  0.125
H 3.14 1.86 4.11  0.081
H 2.78 -4.96 -2.44  0.091
H -3.62 -3.26 1.06  0.125
H 3.30 -1.16 4.94  0.081
H -1.36 4.47 3.09  0.090
H 2.33 -4.30 1.65  0.066
H 7.83 3.43 -3.52  0.063
H -4.25 -1.75 -7.78  0.086
H -2.64 2.38 -4.42  0.077
H -0.05 -2.36 -3.94  0.074
H 3.15 -1.47 0.89  0.045
H -1.51 -3.41 -3.79  0.067
H -4.96 -2.08 3.73  0.128
H 2.87 -1.87 6.47  0.085
H -2.71 -2.82 2.92  0.121
H -3.25 -0.33 -8.01  0.089
H 1.55 -3.97 -1.44  0.081
H 3.02 -2.12 -1.70  0.103
H 0.07 1.76 2.73  0.104
H 8.78 4.45 -0.92  0.075
H -0.82 6.80 -1.03  0.078
H -0.98 -1.32 2.84  0.053
H -4.95 -1.62 -0.51  0.062
H 0.88 5.22 -0.37  0.065
H 4.51 -2.81 -2.41  0.128
H 2.12 2.08 2.69  0.059
H 4.13 -0.17 -1.45  0.028
H -6.21 -0.10 0.94  0.098
H 2.34 -5.04 3.17  0.081
H 5.75 -2.33 -0.39  0.127
H -0.76 2.88 -2.72  0.104
H -1.53 -2.60 0.15  0.053
H -4.38 -0.53 4.19  0.134
H -1.16 -2.48 4.91  0.070
H -2.27 1.85 2.91  0.017
H 3.12 3.60 0.37  0.074
H -1.47 -0.30 -2.56  0.029
H 0.53 1.76 5.05  0.108
H -5.52 -3.26 -0.56  0.094
H -1.38 3.41 1.65  0.061
H -0.94 -2.76 -5.39  0.074
H 3.98 2.17 0.06  0.073
H 3.32 3.22 3.08  0.086
H -0.65 4.34 -3.51  0.117
H -2.23 -1.95 -1.07  0.046
H -3.57 -5.28 -0.37  0.132
H -1.34 -0.38 -4.47  0.136
H -4.66 3.29 -1.27  0.072
H -2.78 -2.84 5.34  0.083
H 0.84 3.71 -0.85  -0.005
H -3.61 4.01 -0.27  0.070
H 5.13 0.02 -0.18  0.043
H 7.17 5.05 -0.35  0.079
H 5.54 4.22 -2.53  0.125
H -4.08 3.35 -4.13  0.082
H -1.46 -6.88 -0.19  0.091
H 8.90 2.84 -2.50  0.061
H -3.03 -0.57 -2.65  0.068
H 4.69 -0.93 1.54  0.080
H -0.94 -5.99 -1.61  0.089
H 0.79 -1.50 3.43  0.106
H -5.19 3.48 0.41  0.082
H 7.38 2.66 -0.70  0.136
H 7.70 5.25 -2.07  0.080
H -1.80 -0.22 3.50  0.052
H -2.69 4.18 -4.87  0.089
H -2.87 -4.33 -1.64  0.120
H 2.24 -2.25 2.75  0.108
H -6.59 -1.22 2.29  0.095
H -2.28 6.25 -1.82  0.076
H 0.04 -5.84 -0.25  0.061

Its electronic energy is -180660.6736 eV. As for the spin multiplicity: 5. Its energy above the lowest of the compared OMol25 structures with the same formula, charge and spin is 341.6 kJ/mol. Its HOMO-LUMO gap (spin up / spin down) is 8.55 / 8.48 eV.